No. 1
8 unconnected molecules or ions with the total composition C52H53F10NO3PS2. Source: OMol25; level of theory: the ωB97M-V functional and the def2-TZVPD basis.

Values from the calculation:
Maximum force ... 0.9 eV/Å
Highest occupied orbital energy (spin up / spin down) ... -8.7213 / -8.9658 eV
Energy ... -4430.0556 Eh
Energy relative to the best compared isomer or geometry (same formula, charge and spin) ... 0.0 kcal per mole
Orbital gap (spin up / spin down) ... 9.15 / 8.89 eV
2S+1 ... 2

Positions of all 122 atoms, in Å:
C 3.684 -2.942 2.044
C 3.416 -2.147 0.757
C 3.272 -3.183 -0.376
C 2.126 -1.330 0.919
C 2.080 -0.016 0.119
P 2.143 -0.271 -1.739
S 1.941 1.299 -2.839
S 0.534 0.850 0.399
O -0.501 0.123 -0.297
O 0.687 2.267 0.251
C 0.132 0.622 2.223
F 1.218 0.637 3.004
F -0.634 1.634 2.570
F -0.520 -0.509 2.424
C 3.276 0.897 0.465
C 4.571 0.162 0.892
C 5.769 0.862 0.216
C 4.762 0.255 2.413
N 4.568 -1.255 0.439
O 5.703 -1.836 0.518
H 2.754 -3.411 2.377
H 4.088 -2.321 2.844
H 4.423 -3.719 1.839
H 2.709 -2.818 -1.231
H 2.717 -4.042 0.014
H 4.258 -3.541 -0.678
H 2.035 -1.070 1.972
H 1.270 -1.975 0.694
H 3.384 -0.896 -1.821
H 1.203 -1.288 -1.949
H 2.999 1.617 1.239
H 3.474 1.505 -0.425
H 6.661 0.766 0.838
H 5.970 0.423 -0.762
H 5.557 1.928 0.123
H 5.695 -0.224 2.707
H 3.924 -0.192 2.957
H 4.772 1.314 2.686
F 1.850 0.488 -6.564
C 0.714 1.110 -6.933
C -0.467 0.402 -6.878
C -1.641 1.038 -7.252
C -1.616 2.358 -7.682
C -0.412 3.049 -7.723
C 0.768 2.428 -7.338
H -0.463 -0.628 -6.545
H -2.576 0.496 -7.205
H -2.534 2.850 -7.976
H -0.389 4.079 -8.051
H 1.716 2.949 -7.349
F 3.206 -2.564 -3.587
C 4.426 -3.049 -3.920
C 5.528 -2.238 -3.744
C 6.777 -2.744 -4.072
C 6.902 -4.035 -4.568
C 5.773 -4.826 -4.736
C 4.517 -4.335 -4.408
H 5.406 -1.232 -3.365
H 7.655 -2.127 -3.938
H 7.878 -4.423 -4.823
H 5.868 -5.830 -5.125
H 3.623 -4.933 -4.524
F 0.732 2.162 8.946
C -0.250 2.058 8.027
C 0.029 1.453 6.818
C -0.984 1.359 5.875
C -2.246 1.868 6.147
C -2.500 2.475 7.370
C -1.496 2.573 8.324
H 1.022 1.069 6.626
H -0.788 0.882 4.929
H -3.031 1.793 5.406
H -3.482 2.876 7.583
H -1.671 3.041 9.283
F -2.670 -2.230 -7.325
C -3.533 -2.430 -8.348
C -3.131 -3.199 -9.421
C -4.023 -3.391 -10.466
C -5.286 -2.815 -10.427
C -5.662 -2.045 -9.335
C -4.782 -1.848 -8.280
H -2.140 -3.632 -9.431
H -3.727 -3.993 -11.314
H -5.975 -2.967 -11.246
H -6.644 -1.594 -9.302
H -5.055 -1.257 -7.416
F -6.165 3.524 7.674
C -6.581 2.240 7.709
C -6.374 1.446 6.600
C -6.790 0.123 6.641
C -7.411 -0.379 7.777
C -7.609 0.443 8.878
C -7.190 1.766 8.853
H -5.894 1.861 5.724
H -6.628 -0.515 5.784
H -7.737 -1.410 7.805
H -8.093 0.055 9.764
H -7.328 2.423 9.701
F -1.855 -5.004 -0.721
C -1.934 -4.373 -1.913
C -1.243 -3.191 -2.085
C -1.325 -2.549 -3.312
C -2.094 -3.086 -4.338
C -2.782 -4.274 -4.133
C -2.703 -4.932 -2.913
H -0.661 -2.783 -1.268
H -0.791 -1.620 -3.467
H -2.158 -2.581 -5.288
H -3.386 -4.694 -4.928
H -3.226 -5.861 -2.733
F 1.867 8.665 6.648
C 0.788 7.858 6.726
C 0.967 6.543 7.104
C -0.148 5.720 7.185
C -1.409 6.215 6.886
C -1.559 7.542 6.506
C -0.455 8.378 6.426
H 1.960 6.178 7.328
H -0.030 4.688 7.481
H -2.272 5.566 6.947
H -2.541 7.931 6.269
H -0.548 9.416 6.137

=====

No. 2
A molecular structure, C52H54F36N13O25S12. Source: OMol25; level of theory: the ωB97M-V functional and the def2-TZVPD basis.

Values from the calculation:
Charge ... +1
Maximum force ... 7.0 eV/Å
Highest occupied orbital energy ... -8.9760 eV
Energy ... -12979.3917 Eh
Orbital gap ... 4.18 eV
2S+1 ... 1

Positions of all 192 atoms, in Å:
C -18.370 -14.781 13.091
C -17.967 -13.267 13.196
C -16.425 -13.014 13.138
O -16.187 -11.803 13.829
C -14.800 -11.703 14.016
N -18.582 -12.508 12.001
H -18.259 -11.555 11.911
H -18.414 -12.971 11.120
H -19.577 -12.338 11.981
H -19.376 -15.053 13.411
H -17.794 -15.522 13.645
H -18.196 -15.229 12.113
H -18.511 -12.861 14.049
H -15.983 -13.035 12.142
H -15.858 -13.869 13.506
H -14.621 -10.631 14.093
H -14.289 -11.964 13.089
H -14.338 -12.270 14.824
C -24.279 -11.061 23.583
N -23.235 -11.020 22.491
C -23.665 -11.262 21.215
C -22.746 -11.227 20.201
C -21.400 -11.054 20.409
C -20.985 -10.771 21.770
C -21.955 -10.730 22.770
C -20.322 -11.163 19.379
C -19.123 -11.870 19.585
C -18.084 -11.845 18.666
N -18.260 -11.229 17.493
C -19.476 -10.674 17.137
C -20.484 -10.625 18.096
C -17.265 -11.144 16.462
H -23.934 -10.814 24.587
H -24.689 -12.063 23.457
H -25.038 -10.314 23.351
H -24.736 -11.328 21.097
H -23.123 -11.422 19.207
H -20.002 -10.469 22.098
H -21.754 -10.587 23.821
H -19.026 -12.433 20.501
H -17.089 -12.267 18.669
H -19.592 -10.193 16.177
H -21.478 -10.246 17.911
H -17.097 -10.074 16.338
H -17.668 -11.511 15.519
H -16.418 -11.756 16.771
C -11.788 -13.498 1.924
N -12.656 -12.947 2.978
C -12.887 -13.677 4.092
C -13.835 -13.192 5.002
C -14.482 -11.944 4.880
C -14.059 -11.186 3.848
C -13.143 -11.682 2.889
C -15.573 -11.453 5.799
C -15.395 -11.430 7.177
C -16.447 -11.042 7.999
N -17.618 -10.608 7.459
C -17.821 -10.599 6.110
C -16.762 -10.981 5.249
C -18.604 -9.943 8.331
H -11.834 -14.577 2.077
H -10.781 -13.097 2.038
H -12.199 -13.193 0.962
H -12.454 -14.660 4.207
H -14.056 -13.859 5.822
H -14.589 -10.263 3.668
H -12.725 -11.064 2.108
H -14.428 -11.635 7.613
H -16.436 -11.046 9.079
H -18.768 -10.281 5.698
H -16.848 -11.022 4.173
H -19.597 -9.917 7.883
H -18.178 -8.953 8.500
H -18.609 -10.486 9.276
C -4.973 -15.855 8.269
N -6.065 -15.867 9.193
C -6.336 -14.785 9.973
C -7.439 -14.736 10.788
C -8.265 -15.886 10.923
C -7.900 -16.997 10.083
C -6.805 -16.961 9.245
C -9.449 -15.882 11.778
C -10.632 -16.344 11.199
C -11.868 -16.323 11.826
N -11.994 -15.755 13.012
C -10.917 -15.203 13.597
C -9.644 -15.220 13.001
C -13.322 -15.728 13.660
H -4.297 -15.055 8.568
H -5.307 -15.606 7.261
H -4.305 -16.715 8.313
H -5.700 -13.923 9.834
H -7.549 -13.807 11.327
H -8.381 -17.955 10.211
H -6.457 -17.728 8.569
H -10.649 -16.648 10.163
H -12.739 -16.708 11.317
H -11.054 -14.591 14.477
H -8.840 -14.727 13.528
H -13.371 -14.873 14.335
H -13.617 -16.725 13.984
H -13.992 -15.463 12.843
C -16.402 -16.031 18.278
F -17.118 -15.210 19.068
F -15.572 -16.741 19.021
F -17.145 -16.953 17.620
S -15.401 -15.028 16.959
O -16.164 -15.103 15.741
O -15.308 -13.705 17.552
N -13.966 -16.034 16.897
S -12.846 -15.243 17.649
O -12.432 -14.035 16.929
O -13.091 -15.180 19.054
C -11.298 -16.435 17.510
F -11.511 -17.558 18.267
F -11.130 -16.773 16.205
F -10.236 -15.844 17.959
C -10.230 -12.510 6.472
F -10.306 -13.578 5.621
F -9.093 -11.810 6.164
F -11.343 -11.753 6.210
S -10.178 -13.178 8.350
O -11.182 -14.257 8.418
O -8.812 -13.673 8.534
N -10.335 -11.700 9.273
S -11.582 -11.971 10.077
O -12.805 -11.812 9.300
O -11.558 -13.094 10.947
C -11.733 -10.380 11.220
F -12.635 -10.621 12.217
F -10.513 -10.128 11.714
F -12.059 -9.325 10.514
C -18.673 -7.242 18.363
F -19.720 -7.340 19.202
F -18.802 -7.951 17.283
F -18.525 -5.968 17.961
S -17.053 -7.828 19.372
O -16.744 -6.708 20.210
O -17.394 -9.018 20.102
N -15.910 -8.140 18.031
S -14.763 -8.913 18.796
O -14.186 -8.280 20.016
O -14.969 -10.365 18.941
C -13.331 -8.755 17.481
F -12.268 -9.421 17.938
F -13.636 -9.306 16.328
F -12.937 -7.480 17.228
C -20.823 -8.390 11.202
F -19.860 -7.936 10.456
F -21.449 -7.379 11.731
F -21.701 -9.244 10.560
S -19.946 -9.269 12.730
O -19.922 -8.391 13.873
O -20.744 -10.466 12.931
N -18.421 -9.676 12.048
S -17.450 -8.634 12.596
O -17.729 -7.224 12.257
O -17.043 -8.874 13.989
C -15.849 -9.002 11.471
F -16.024 -8.445 10.207
F -14.764 -8.352 11.997
F -15.644 -10.286 11.313
C -20.823 -13.557 9.292
F -20.844 -14.294 10.445
F -21.963 -13.863 8.595
F -20.795 -12.199 9.521
S -19.250 -14.088 8.240
O -19.574 -15.472 7.893
O -19.143 -13.188 7.094
N -17.969 -13.801 9.442
S -16.906 -14.832 8.864
O -17.009 -16.135 9.565
O -16.778 -14.888 7.408
C -15.191 -14.116 9.499
F -15.280 -12.889 9.979
F -14.597 -14.873 10.428
F -14.306 -14.045 8.520
C -20.386 -16.022 16.875
F -21.437 -16.827 17.087
F -19.649 -16.032 17.859
F -19.667 -16.429 15.804
S -20.959 -14.196 16.452
O -21.586 -13.646 17.686
O -19.787 -13.480 15.965
N -22.162 -14.444 15.189
S -22.142 -13.106 14.347
O -22.317 -11.854 15.140
O -21.112 -13.100 13.320
C -23.645 -13.267 13.166
F -24.780 -12.812 13.766
F -23.537 -12.561 11.990
F -23.775 -14.580 12.938

=====

No. 3
A molecular structure, C52H55CaCl3N3O4SSb2Si. Source: OMol25; level of theory: the ωB97M-V functional and the def2-TZVPD basis.

Values from the calculation:
Charge ... -1
Maximum force ... 1.2 eV/Å
Highest occupied orbital energy ... -4.3906 eV
Energy ... -5706.1815 Eh
Orbital gap ... 6.64 eV
2S+1 ... 1

Positions of all 122 atoms, in Å:
Ca 1.293 -1.060 -0.267
C -2.099 -1.718 -1.065
C -3.424 -1.830 -0.313
C -3.566 -0.866 0.853
Sb -3.692 1.242 0.369
C -4.573 1.836 2.237
C -4.948 3.168 2.389
C -5.480 3.634 3.583
C -5.639 2.769 4.655
C -5.259 1.442 4.523
C -4.730 0.983 3.325
C -5.605 0.905 -0.603
C -6.699 0.374 0.077
C -7.889 0.101 -0.580
C -8.006 0.352 -1.940
C -6.931 0.883 -2.633
C -5.745 1.162 -1.964
Sb -2.051 -0.260 -2.650
C -0.113 -0.791 -3.386
C 0.892 0.168 -3.451
C 2.135 -0.150 -3.985
C 2.378 -1.427 -4.464
C 1.383 -2.392 -4.403
C 0.147 -2.075 -3.864
C -3.093 -1.500 -4.063
C -3.758 -2.683 -3.756
C -4.409 -3.412 -4.743
C -4.404 -2.969 -6.055
C -3.746 -1.791 -6.378
C -3.103 -1.065 -5.387
H -1.834 -2.669 -1.536
H -1.316 -1.507 -0.365
H -3.507 -2.850 0.084
H -4.276 -1.711 -0.994
H -2.748 -0.986 1.562
H -4.502 -1.089 1.370
H -4.824 3.861 1.566
H -5.766 4.674 3.676
H -6.048 3.128 5.590
H -5.368 0.761 5.358
H -4.416 -0.049 3.255
H -6.630 0.178 1.142
H -8.727 -0.308 -0.030
H -8.932 0.132 -2.457
H -7.009 1.079 -3.694
H -4.912 1.577 -2.522
H 0.719 1.165 -3.061
H 2.915 0.600 -4.010
H 3.353 -1.679 -4.861
H 1.579 -3.399 -4.745
H -0.621 -2.840 -3.818
H -3.772 -3.059 -2.742
H -4.918 -4.331 -4.482
H -4.908 -3.539 -6.825
H -3.731 -1.438 -7.401
H -2.590 -0.148 -5.660
O -1.634 1.006 2.377
H -1.519 1.856 2.819
H -0.872 0.974 1.760
O 2.574 -2.504 -1.480
O 3.280 -1.548 -0.594
S 0.355 1.488 -0.322
Cl 3.848 -5.047 -2.062
C 2.954 -5.229 -0.599
Cl 0.966 -4.843 1.140
Cl 3.414 -6.614 0.340
C 1.992 -4.361 -0.230
N 1.570 -3.191 -0.717
C 1.054 -3.509 4.631
N 0.673 -2.290 3.939
C -0.722 -2.229 3.539
C 1.547 -1.623 3.129
O 1.137 -1.152 2.068
N 2.815 -1.441 3.586
C 3.871 -1.023 2.680
C 3.122 -1.290 4.992
H 0.599 -4.371 4.139
H 0.719 -3.482 5.672
H 2.129 -3.649 4.607
H -1.340 -2.487 4.402
H -0.939 -2.928 2.727
H -0.973 -1.214 3.218
H 3.669 -1.357 1.665
H 4.802 -1.495 3.001
H 4.010 0.062 2.697
H 2.213 -1.327 5.588
H 3.600 -0.319 5.146
H 3.810 -2.064 5.342
C 0.107 3.012 5.191
C 1.000 2.043 4.756
C 1.436 2.043 3.440
C 1.001 3.005 2.528
C 0.122 3.985 2.991
C -0.330 3.987 4.305
Si 1.486 2.890 0.703
C 1.221 4.624 0.006
C 0.101 4.913 -0.772
C -0.145 6.202 -1.226
C 0.732 7.228 -0.913
C 1.858 6.959 -0.146
C 2.094 5.670 0.306
C 3.321 2.459 0.702
C 4.197 2.999 1.649
C 5.537 2.642 1.679
C 6.027 1.715 0.768
C 5.175 1.159 -0.173
C 3.841 1.540 -0.207
H -0.248 3.006 6.214
H 1.342 1.274 5.438
H 2.109 1.264 3.108
H -0.229 4.753 2.314
H -1.026 4.747 4.636
H -0.581 4.111 -1.025
H -1.021 6.403 -1.827
H 0.545 8.233 -1.268
H 2.553 7.752 0.096
H 2.981 5.478 0.898
H 3.823 3.688 2.398
H 6.194 3.070 2.425
H 7.068 1.418 0.803
H 5.529 0.409 -0.867
H 3.193 1.079 -0.940

=====

- Which of these has the highest energy?
  C52H53F10NO3PS2